101
Properties=species:S:1:pos:R:3:forces:R:3 method="wB97M-V/def2-TZVPD" s_squared=8.77 relative_energy_kcal_mol=20.3 e_tot_ev=-79800.6963 e_homo_ev="-11.60 / -11.60" spin_multiplicity=6 lumo_ev="-4.82 / -6.16" total_charge=+1 homo_lumo_gap_ev="6.779 / 5.442"
Fe -0.5141 -3.4468 -2.0091 3.14 1.15 3.32
C 1.2364 -3.9302 1.5450 0.54 -0.86 -0.20
C 0.3847 -4.8279 0.6492 -0.55 0.32 1.02
O 0.4261 -4.3904 -0.6774 -1.32 0.20 -2.04
H 2.2942 -4.2055 1.4686 0.01 0.13 -0.24
H 0.9996 -4.1526 2.5861 -0.21 0.49 0.04
H 1.1175 -2.8866 1.2550 -0.22 0.07 0.37
H -0.6375 -4.8159 1.0513 -0.09 0.18 -0.28
H 0.6803 -5.8751 0.7683 0.28 0.05 -0.47
C -0.2986 -0.0411 0.7009 0.86 0.03 -0.55
C -0.3514 -0.4063 -0.7777 -0.30 1.64 0.11
O -0.4448 -1.7330 -1.0583 -0.97 -1.88 -0.91
H -1.1442 -0.4618 1.2394 0.11 -0.08 0.14
H -0.3127 1.0489 0.7721 -0.26 0.00 0.01
H 0.6732 -0.3235 1.1111 -0.23 -0.32 0.33
H 0.5087 0.0096 -1.3369 0.21 -0.23 0.16
H -1.1645 0.2059 -1.2086 -0.24 -0.62 -0.35
C -5.3494 -0.8051 -1.4121 0.15 -1.38 0.28
C -4.4931 0.2186 -0.6805 -1.05 -0.62 -0.99
C -3.9560 1.2183 -1.6850 0.08 0.16 -0.34
O -5.3973 0.7826 0.2703 0.58 0.52 0.02
H -6.2604 -0.4122 -1.8590 0.19 0.43 -0.02
H -5.6774 -1.5931 -0.7264 -0.05 0.20 0.18
H -4.7943 -1.3639 -2.1722 0.12 0.33 -0.13
H -3.6774 -0.2938 -0.1542 0.06 0.07 -0.01
H -3.4109 0.7443 -2.5089 0.41 -0.33 0.47
H -3.3063 1.9501 -1.2058 -0.11 0.18 -0.14
H -4.7481 1.6908 -2.2720 -0.26 0.32 0.62
H -5.0410 1.6377 0.5397 -0.16 -0.01 0.17
C 4.3776 -1.3135 0.8249 0.34 -0.29 0.03
C 3.7912 -1.2512 -0.5672 -0.73 -0.64 -0.44
C 4.7018 -0.6629 -1.6225 0.23 -0.01 0.56
O 3.3953 -2.6042 -0.9606 0.08 0.02 -0.47
H 5.2311 -1.9970 0.8425 -0.02 -0.03 -0.25
H 3.6519 -1.7479 1.5161 -0.05 0.31 0.17
H 4.7714 -0.3617 1.1803 -0.37 0.14 0.00
H 2.8178 -0.7391 -0.6167 0.34 0.64 0.48
H 5.0943 0.2600 -1.1912 -0.14 0.21 -0.32
H 4.1654 -0.4669 -2.5495 0.11 0.07 -0.04
H 5.5720 -1.2897 -1.8223 -0.15 -0.22 0.00
H 2.8687 -2.9612 -0.2334 0.04 -0.13 -0.08
C 3.5237 3.6256 1.8877 -0.11 0.64 -0.51
C 3.5173 2.5086 0.8632 0.68 0.21 -0.30
C 2.6307 2.7855 -0.3409 -1.15 -0.86 0.37
O 4.8509 2.2305 0.4064 -0.06 -0.03 0.20
H 3.8442 4.5606 1.4124 0.07 -0.08 -0.09
H 4.2235 3.4476 2.7007 -0.23 -0.24 0.15
H 2.5084 3.8348 2.2294 0.08 -0.19 0.32
H 3.1908 1.5877 1.3521 0.04 -0.08 -0.13
H 1.6056 2.5139 -0.0478 -0.08 0.35 -0.05
H 2.8507 2.0777 -1.1421 0.31 0.17 -0.08
H 2.5979 3.8068 -0.7181 0.34 0.05 0.09
H 5.1861 3.0366 -0.0030 0.09 -0.03 0.04
C -1.2384 1.5718 4.1215 -0.22 0.63 0.09
C -0.0328 0.6395 4.1868 0.03 0.78 1.04
C 1.2375 1.3193 3.7090 -0.12 0.02 -1.03
O 0.2013 0.2234 5.5331 -0.25 -0.66 0.00
H -0.9588 2.6109 4.3255 0.19 -0.03 -0.11
H -1.9887 1.3462 4.8807 0.09 -0.36 -0.07
H -1.7456 1.5555 3.1544 0.12 -0.02 -0.04
H -0.2750 -0.2558 3.6135 0.30 -0.17 0.12
H 1.5214 2.1807 4.3151 -0.25 -0.06 0.21
H 1.0624 1.7017 2.6959 0.24 -0.01 -0.02
H 2.0871 0.6363 3.6943 -0.06 -0.08 -0.02
H 0.1525 0.9791 6.1267 0.00 0.10 -0.12
C 0.9771 2.4394 -3.6522 -0.12 -1.07 0.20
C -0.4678 2.8640 -3.7819 0.51 0.56 0.33
C -1.1103 3.1675 -2.4352 -0.55 -0.05 -0.09
O -0.4415 4.0363 -4.5967 -0.30 -0.14 0.05
H 1.0173 1.4912 -3.1029 -0.07 -0.05 -0.13
H 1.6115 3.0966 -3.0616 -0.16 0.49 -0.33
H 1.3713 2.2529 -4.6501 0.30 0.19 0.08
H -1.0453 2.0893 -4.3010 0.10 -0.14 0.06
H -1.0638 2.3545 -1.7067 0.30 -0.14 -0.17
H -2.1793 3.3196 -2.6023 0.02 0.34 0.12
H -0.6750 4.0539 -1.9756 0.02 0.06 -0.12
H -1.3502 4.2607 -4.8247 0.06 0.14 -0.03
C 1.5794 -0.9720 -4.3027 -1.11 -0.66 0.44
C 1.5038 -2.4965 -4.3291 2.12 -0.34 0.76
C 2.8430 -3.1778 -4.6651 -0.95 0.19 -0.38
O 1.2906 -2.9520 -2.9422 -1.18 0.06 -0.69
H 0.5419 -0.6546 -4.1573 0.15 0.50 -0.06
H 1.9914 -0.4857 -5.1814 0.06 -0.20 -0.10
H 2.1314 -0.6942 -3.4043 0.18 0.17 -0.17
H 0.6846 -2.8993 -4.9220 -0.04 0.08 -0.03
H 3.1628 -2.8615 -5.6562 0.29 -0.18 0.03
H 2.6898 -4.2545 -4.6140 0.14 -0.05 -0.27
H 3.5837 -2.9346 -3.9018 0.09 0.27 -0.16
H 2.1170 -2.7742 -2.4320 -0.24 -0.22 0.52
C -5.6792 -0.6222 4.9106 0.71 0.47 0.10
C -5.1519 -0.2878 3.5218 -0.18 -1.03 -0.12
C -3.7117 -0.7830 3.3361 -0.19 0.40 0.70
O -6.0115 -0.9779 2.6125 0.01 0.37 -0.27
H -6.5576 -0.0382 5.1761 -0.02 0.00 -0.06
H -4.8640 -0.3939 5.6026 -0.29 -0.01 0.32
H -5.9209 -1.6795 5.0032 0.06 -0.04 -0.18
H -5.1777 0.7919 3.3344 -0.12 0.01 0.09
H -3.3091 -0.4317 2.3837 0.03 -0.27 -0.09
H -3.6709 -1.8662 3.4490 -0.06 -0.05 -0.35
H -3.0923 -0.3788 4.1416 0.06 0.04 -0.18
H -5.9489 -0.5331 1.7575 -0.03 0.03 -0.05